ORCA calculation (the ωB97M-V functional and the def2-TZVPD basis) on a cluster of 2 separate species, C18H19Cl4N3O2 in total in a non-equilibrium geometry.

Structure (XYZ):
```
46
Properties=species:S:1:pos:R:3:nbo_charge:R:1
Cl -2.296 -0.282 4.845 0.110
C -2.972 -0.447 3.285 -0.078
C -2.419 0.247 2.217 -0.079
Cl -1.095 1.305 2.430 0.100
C -2.882 0.118 0.849 0.391
O -2.382 0.732 -0.103 -0.433
C -4.024 -0.899 0.629 0.416
O -4.415 -1.142 -0.512 -0.419
C -4.575 -1.555 1.819 -0.156
Cl -5.836 -2.657 1.527 0.100
C -4.100 -1.313 3.097 -0.059
Cl -4.832 -2.050 4.457 0.109
C -0.737 2.949 -2.269 -0.407
N 0.410 2.354 -1.609 -0.441
C 1.085 3.153 -0.614 -0.403
C 0.567 0.999 -1.536 0.625
N 1.172 0.534 -0.485 -0.587
C 1.457 -0.868 -0.426 -0.254
C 2.349 -1.199 0.755 -0.016
C 1.776 -1.509 1.992 -0.165
C 2.598 -1.815 3.082 -0.216
C 3.993 -1.793 2.932 -0.233
C 4.563 -1.466 1.693 -0.210
C 3.737 -1.173 0.602 -0.206
N 0.109 0.290 -2.633 -0.487
C 0.328 0.779 -3.986 -0.401
C -0.634 -0.946 -2.517 -0.400
H -1.534 2.203 -2.391 0.218
H -1.107 3.761 -1.632 0.202
H -0.449 3.367 -3.243 0.185
H 1.975 2.596 -0.307 0.247
H 1.348 4.104 -1.089 0.184
H 0.451 3.346 0.264 0.182
H 0.532 -1.459 -0.313 0.175
H 1.949 -1.225 -1.352 0.176
H 0.688 -1.495 2.084 0.192
H 2.140 -2.065 4.039 0.207
H 4.635 -2.030 3.781 0.211
H 5.645 -1.437 1.564 0.211
H 4.149 -0.906 -0.374 0.210
H 1.088 1.568 -3.997 0.219
H 0.692 -0.050 -4.605 0.196
H -0.609 1.145 -4.430 0.182
H -1.191 -0.965 -1.572 0.216
H -1.363 -0.975 -3.336 0.200
H 0.019 -1.828 -2.610 0.187
```

* SMILES: O=C1C(=O)C(Cl)=C(Cl)C(Cl)=C1Cl.CN(C)C(=NCc1ccccc1)N(C)C
* multiplicity: 1
* total charge: 0

=====

ORCA calculation (the ωB97M-V functional and the def2-TZVPD basis) on a structure of composition C18H19ClN5O4SSc in a non-equilibrium geometry.

Structure (XYZ):
```
49
Properties=species:S:1:pos:R:3:nbo_charge:R:1
Sc 1.701 -6.189 15.752 1.628
C 6.854 -3.429 19.672 -0.616
C 5.349 -3.714 19.213 -0.202
N 5.378 -4.948 18.510 -0.596
C 4.326 -5.504 17.807 0.288
S 2.914 -4.625 17.562 -0.279
N 4.584 -6.727 17.399 -0.455
N 3.535 -7.228 16.648 -0.316
C 3.820 -8.370 16.119 0.266
C 5.125 -9.079 16.164 -0.694
C 2.651 -9.047 15.460 0.183
C 2.691 -10.203 14.678 -0.234
C 1.549 -10.749 14.118 -0.140
C 0.349 -10.083 14.317 -0.238
C 0.359 -8.912 15.084 0.114
N 1.487 -8.418 15.590 -0.497
H 6.734 -2.654 20.494 0.210
H 7.314 -4.286 20.158 0.204
H 7.420 -2.971 18.860 0.214
H 4.771 -3.696 20.130 0.178
H 4.974 -2.930 18.630 0.206
H 6.134 -5.568 18.829 0.399
H 5.777 -8.626 16.878 0.270
H 5.081 -10.186 16.397 0.234
H 5.481 -9.182 15.152 0.237
H 3.625 -10.634 14.356 0.220
H 1.712 -11.618 13.486 0.229
H -0.538 -10.388 13.844 0.229
H -0.535 -8.339 15.349 0.240
O 0.602 -5.812 11.747 -0.628
C 1.177 -5.718 12.844 0.768
O 1.061 -6.530 13.827 -0.786
C 2.256 -4.657 12.974 0.093
C 2.523 -3.839 11.871 -0.189
C 3.485 -2.829 12.036 -0.172
C 4.037 -2.638 13.289 -0.239
C 3.627 -3.466 14.409 0.064
N 2.813 -4.486 14.162 -0.468
H 2.027 -4.116 11.000 0.251
H 3.778 -2.165 11.257 0.220
H 4.819 -1.920 13.419 0.219
H 3.814 -3.278 15.453 0.231
Cl -2.662 -5.653 18.207 -0.034
C -1.620 -4.494 17.347 -0.493
C -0.423 -5.172 16.629 0.783
O 0.231 -4.498 15.812 -0.676
O -0.195 -6.389 16.871 -0.708
H -1.299 -3.682 18.030 0.245
H -2.159 -3.999 16.534 0.239
```

* multiplicity: 1
* total charge: 0
* relative energy (zero: lowest compared OMol25 entry of this formula, charge and spin): 32.7 kcal/mol

=====

ORCA calculation (the ωB97M-V functional and the def2-TZVPD basis) on a structure of composition C18H19CuNO2 in a non-equilibrium geometry.

Structure (XYZ):
```
41
Properties=species:S:1:pos:R:3:lowdin_spin:R:1
C -1.957 -0.432 -2.772 0.049
C 1.440 -0.578 -3.520 0.033
C -0.635 0.470 -2.798 0.591
H -2.175 -0.629 -1.710 0.000
C 1.835 0.829 -3.469 0.025
H 2.299 -1.209 -3.824 0.009
H -0.655 0.738 -3.879 0.011
H 2.754 1.073 -4.015 0.002
C -0.223 1.704 -2.151 0.101
H 0.053 1.622 -1.089 0.006
H -0.991 2.480 -2.250 0.032
C -1.114 -1.664 -3.317 0.031
H -1.751 -2.301 -3.940 0.004
H -0.792 -2.238 -2.440 0.000
C 0.194 -1.277 -4.141 0.035
H -0.123 -0.723 -5.039 0.000
H 0.571 -2.238 -4.517 0.005
C 1.038 2.060 -3.071 0.008
H 0.657 2.555 -3.980 0.001
H 1.681 2.799 -2.573 0.001
Cu 1.896 0.003 -1.958 0.033
H -2.927 -0.318 -3.237 0.015
O 0.162 -1.601 -0.282 0.004
C 0.921 -0.859 0.349 0.001
O 1.930 -0.145 -0.080 0.003
C 0.745 -0.662 1.843 0.000
C 1.810 -0.858 2.763 0.000
C 1.575 -0.620 4.101 0.000
C 0.301 -0.168 4.522 0.000
C -0.038 0.115 5.865 0.000
C -1.308 0.562 6.202 0.000
C -2.295 0.746 5.203 0.000
C -1.997 0.476 3.878 0.000
C -0.712 0.018 3.500 0.000
N -0.449 -0.232 2.197 0.000
H 2.762 -1.183 2.358 0.000
H 2.358 -0.767 4.844 0.000
H 0.731 -0.029 6.628 0.000
H -1.551 0.776 7.244 0.000
H -3.289 1.099 5.474 0.000
H -2.732 0.605 3.081 0.000
```

* multiplicity: 2
* total charge: 0

=====

ORCA calculation (the ωB97M-V functional and the def2-TZVPD basis) on a structure of composition C18H19F10LiN5OTe.

Structure (XYZ):
```
55
Properties=species:S:1:pos:R:3:nbo_charge:R:1
Li -0.320 0.638 -0.062 0.830
F -0.090 2.387 2.963 -0.353
C -0.125 1.039 3.172 0.329
C -0.095 0.170 2.107 -0.540
C -0.145 -1.151 2.480 0.272
F -0.086 -2.136 1.522 -0.359
C -0.231 -1.616 3.783 0.228
F -0.275 -2.932 4.082 -0.320
C -0.262 -0.689 4.810 0.244
F -0.338 -1.096 6.092 -0.315
C -0.207 0.659 4.504 0.219
F -0.233 1.559 5.510 -0.320
F -1.996 3.462 0.989 -0.636
Te -0.735 3.594 -0.404 3.411
F -0.208 5.108 0.541 -0.609
F 0.358 4.197 -1.810 -0.640
F 0.861 2.873 0.296 -0.632
F -2.019 4.639 -1.283 -0.635
O -1.186 1.966 -1.039 -1.204
C 3.749 -1.263 0.749 -0.418
N 3.872 -0.439 -0.437 -0.469
C 4.911 0.573 -0.322 -0.410
C 2.679 -0.070 -1.067 0.618
N 1.510 -0.261 -0.587 -0.831
N 2.838 0.539 -2.295 -0.448
C 3.841 0.058 -3.224 -0.407
C 1.641 1.064 -2.926 -0.404
H 4.720 -1.712 0.965 0.195
H 3.030 -2.063 0.581 0.222
H 3.430 -0.687 1.629 0.191
H 4.857 1.075 0.652 0.189
H 4.789 1.327 -1.094 0.222
H 5.901 0.120 -0.422 0.184
H 1.538 -0.572 0.378 0.377
H 4.573 -0.557 -2.708 0.217
H 4.357 0.895 -3.703 0.188
H 3.378 -0.549 -4.012 0.182
H 0.985 0.262 -3.284 0.184
H 1.945 1.682 -3.772 0.190
H 1.078 1.678 -2.232 0.245
N -4.585 0.128 0.199 -0.544
C -3.280 0.394 0.509 0.249
N -2.456 -0.517 0.093 -0.496
C -3.248 -1.452 -0.552 0.151
C -2.889 -2.641 -1.181 -0.202
C -3.894 -3.403 -1.745 -0.245
C -5.237 -3.000 -1.687 -0.224
C -5.612 -1.824 -1.063 -0.247
C -4.593 -1.062 -0.502 0.086
H -5.360 0.742 0.367 0.414
H -2.994 1.285 1.046 0.231
H -1.851 -2.946 -1.215 0.227
H -3.645 -4.333 -2.240 0.205
H -5.997 -3.626 -2.137 0.203
H -6.649 -1.518 -1.017 0.207
```

* multiplicity: 1
* total charge: -1
* relative energy (zero: lowest compared OMol25 entry of this formula, charge and spin): 17.8 kcal/mol

=====

ORCA calculation (the ωB97M-V functional and the def2-TZVPD basis) on an isolated molecule of C18H19F2N3O3S.

Structure (XYZ):
```
46
Properties=species:S:1:pos:R:3:nbo_charge:R:1
O -1.103 0.028 1.570 -0.624
C -1.566 1.117 1.820 0.672
N -2.209 1.422 2.984 -0.604
C -2.465 0.602 4.084 0.059
C -2.096 -0.737 4.172 -0.220
C -2.396 -1.469 5.307 -0.207
C -3.065 -0.891 6.372 -0.212
C -3.442 0.441 6.307 -0.291
C -3.139 1.160 5.173 0.419
F -3.504 2.468 5.096 -0.344
H -3.964 0.924 7.117 0.231
H -3.295 -1.469 7.253 0.219
H -2.102 -2.506 5.356 0.218
H -1.575 -1.192 3.346 0.256
H -2.553 2.368 3.089 0.411
C -1.513 2.347 0.893 -0.305
N -0.912 2.255 -0.406 -0.444
C 0.526 2.105 -0.501 -0.240
C 0.983 0.642 -0.607 -0.255
N 0.274 -0.051 -1.664 -0.680
S 0.897 0.195 -3.193 2.320
O -0.085 -0.235 -4.145 -0.940
O 1.483 1.498 -3.363 -0.951
C 2.228 -1.007 -3.153 -0.345
C 1.896 -2.345 -3.040 -0.159
C 2.900 -3.295 -2.992 -0.271
C 4.217 -2.869 -3.057 0.412
C 4.560 -1.533 -3.173 -0.286
C 3.544 -0.593 -3.222 -0.162
H 3.753 0.460 -3.319 0.246
H 5.599 -1.247 -3.224 0.236
F 5.199 -3.789 -3.007 -0.319
H 2.681 -4.348 -2.906 0.234
H 0.856 -2.621 -2.998 0.239
C -1.167 0.042 -1.525 -0.257
C -1.603 1.509 -1.438 -0.232
H -2.680 1.577 -1.272 0.202
H -1.362 1.986 -2.397 0.203
H -1.606 -0.434 -2.401 0.234
H -1.442 -0.506 -0.620 0.229
H 2.049 0.595 -0.837 0.211
H 0.784 0.104 0.324 0.236
H 0.996 2.583 0.360 0.200
H 0.845 2.620 -1.413 0.224
H -0.981 3.134 1.442 0.218
H -2.547 2.685 0.750 0.216
```

* SMILES: O=C(CN1CCN(S(=O)(=O)c2ccc(F)cc2)CC1)Nc1ccccc1F
* multiplicity: 1
* total charge: 0
* relative energy (zero: lowest compared OMol25 entry of this formula, charge and spin): 39.7 kcal/mol

=====

no.,calculated total energy (eV)
1,-77626.9273
2,-78678.3429
3,-69193.4979
4,-63149.3111
5,-45857.1846